No. 1
Here is a 3-piece molecular cluster, C27H44F2O6PS2 overall from the OMol25 dataset. Energies are from the ωB97M-V functional and the def2-TZVPD basis.

Structure (XYZ):
```
82
Properties=species:S:1:pos:R:3:mulliken_charge:R:1
C 2.0707 0.9136 0.5517 -1.06
C 2.7798 0.7440 -0.7894 0.70
C 2.4514 1.8984 -1.7575 -1.48
C 2.6558 -0.6469 -1.4389 -1.07
P 1.0286 -1.5684 -1.8476 0.52
C 1.9620 -3.2222 -1.8241 -0.94
C 1.0433 -4.4274 -1.9567 -0.97
C 0.3619 -4.7814 -0.6292 -0.10
O 1.2063 -4.5720 0.4965 -0.68
O 0.5459 -1.7591 -0.1091 -0.26
C -0.7682 -1.3350 0.0744 0.75
C -1.0185 -0.8760 1.5173 -1.06
C -2.4990 -0.9939 1.9113 -0.36
C -2.9596 0.0498 2.9188 -0.93
S -2.0998 -0.0351 4.5203 -0.24
C -1.1112 -0.3131 -1.0763 0.47
C -1.6894 1.0591 -0.6846 0.31
C -2.6103 1.6049 -1.7787 -1.30
C -4.0537 1.1298 -1.6038 -0.96
S -4.9835 2.0713 -0.4292 1.23
O -5.9631 1.2408 0.2133 -0.71
O -4.1275 2.8824 0.3867 -0.46
O -5.7584 3.0294 -1.4605 -0.53
O 0.0728 -0.0877 -1.7715 -0.35
H 2.5297 1.7286 1.1228 0.54
H 1.0165 1.1178 0.4211 -0.19
H 2.1573 0.0026 1.1462 0.20
H 3.8456 0.8486 -0.5366 0.54
H 3.1973 2.6960 -1.6897 0.41
H 2.3902 1.5474 -2.7877 0.34
H 1.4838 2.3426 -1.5159 0.20
H 3.1497 -0.5677 -2.4172 0.41
H 3.2810 -1.3176 -0.8386 0.27
H 1.2627 -1.4088 -3.2722 -0.20
H -0.2153 -2.2715 -2.1713 -0.26
H 2.5470 -3.3054 -0.9080 0.64
H 2.6715 -3.2134 -2.6568 0.60
H 0.2460 -4.1989 -2.6738 0.43
H 1.5760 -5.3021 -2.3491 0.32
H 0.0587 -5.8335 -0.6108 0.50
H -0.5466 -4.1800 -0.5333 -0.17
H 0.9244 -3.7501 0.9159 0.37
H -1.4409 -2.2070 -0.0693 -0.11
H -0.3938 -1.4915 2.1664 0.44
H -0.6985 0.1612 1.6475 0.20
H -2.6983 -1.9848 2.3283 0.54
H -3.1134 -0.8948 1.0096 0.21
H -4.0167 -0.0716 3.1588 0.49
H -2.8304 1.0595 2.5247 0.18
H -0.9283 0.4479 4.0904 0.11
H -1.8580 -0.7819 -1.7442 -0.30
H -2.2440 1.0204 0.2494 -0.56
H -0.8632 1.7550 -0.5520 0.00
H -2.2722 1.2537 -2.7564 0.50
H -2.5720 2.6956 -1.8058 0.44
H -4.6157 1.1491 -2.5354 0.63
H -4.0869 0.1179 -1.1941 0.43
H -6.4450 3.4977 -0.9561 0.38
F 4.9036 -4.3483 -3.2632 -0.33
C 5.7230 -4.1810 -2.2096 0.48
C 5.8022 -2.9423 -1.6033 -0.22
C 6.6707 -2.7906 -0.5324 -0.37
C 7.4352 -3.8586 -0.0815 -0.55
C 7.3312 -5.0921 -0.7080 -0.29
C 6.4696 -5.2618 -1.7822 -0.58
H 5.1970 -2.1171 -1.9541 0.39
H 6.7400 -1.8283 -0.0422 0.38
H 8.1051 -3.7305 0.7586 0.37
H 7.9220 -5.9299 -0.3605 0.35
H 6.3668 -6.2139 -2.2849 0.41
F -2.4268 8.5814 3.3981 -0.33
C -3.1248 7.4362 3.2147 0.47
C -3.7477 6.8600 4.3024 -0.48
C -4.4600 5.6846 4.1057 -0.32
C -4.5380 5.1111 2.8445 -0.53
C -3.9017 5.7145 1.7683 -0.17
C -3.1843 6.8893 1.9493 -0.63
H -3.6660 7.3223 5.2767 0.40
H -4.9504 5.2119 4.9467 0.37
H -5.0788 4.1863 2.6961 0.39
H -3.9474 5.2532 0.7924 0.38
H -2.6751 7.3768 1.1289 0.41
```

LUMO level, eV: 1.861
HOMO level, Ha: -0.1681
HOMO-LUMO gap, hartree: 0.2365
2S+1: 1
Net charge: -1

---

No. 2
Here is C27H44N2O5P2PdS as an isolated structure from the OMol25 dataset. Energies are from the ωB97M-V functional and the def2-TZVPD basis.

Structure (XYZ):
```
82
Properties=species:S:1:pos:R:3:mulliken_spin:R:1
Pd -0.6781 0.2189 -1.0820 1.10
O 1.4406 2.5383 1.0195 0.02
C 1.2949 2.1824 -0.1605 0.00
O 1.3238 0.9601 -0.5663 0.07
C 0.9448 3.2410 -1.2380 0.03
C 0.8343 2.6657 -2.6317 0.00
C 0.7299 3.7364 -3.6888 0.00
C -0.7458 4.2326 -3.4981 0.00
C -1.1646 3.4218 -2.3061 0.02
O -0.5516 2.1331 -2.4987 0.02
C -0.4341 3.9014 -1.0614 -0.06
C -1.1627 3.4296 0.2038 0.08
O -1.4696 4.4126 0.9758 0.92
O -1.4621 2.2722 0.4237 0.07
H 1.6975 4.0290 -1.1868 -0.01
H 1.5513 1.8587 -2.7864 0.00
H 0.9075 3.3126 -4.6659 0.00
H 1.4575 4.5120 -3.5278 0.00
H -1.3408 4.0649 -4.3697 0.00
H -0.8141 5.3007 -3.3005 0.00
H -2.2261 3.2925 -2.1137 0.01
H -0.3424 4.9904 -1.0172 0.01
C -4.2595 0.8198 -1.1371 0.03
P -2.8726 0.0012 -1.9380 0.23
C -3.1060 0.4243 -3.6855 0.00
C -3.2000 -1.7756 -1.8704 -0.02
C -4.4523 -2.3189 -1.7843 0.01
C -4.6246 -3.6943 -1.6563 0.00
C -3.5356 -4.5446 -1.7179 0.00
C -2.2589 -4.0074 -1.8298 0.00
C -2.0912 -2.6284 -1.9189 0.01
P -0.4283 -1.9675 -2.1288 0.30
C -0.0304 -2.0594 -3.8835 0.01
C 0.6584 -3.1617 -1.3262 0.04
H -4.4422 0.4501 -0.1284 0.00
H -5.1829 0.7266 -1.7261 0.01
H -4.0428 1.8786 -0.9992 -0.01
H -4.1451 0.2895 -3.9488 0.00
H -2.4545 -0.2129 -4.2742 0.00
H -2.7911 1.4412 -3.8696 0.00
H -5.3326 -1.7050 -1.6949 0.00
H -5.6196 -4.0936 -1.5164 0.00
H -3.6488 -5.6189 -1.6635 0.00
H -1.3752 -4.6871 -1.8610 0.00
H 0.2376 -3.0888 -4.1586 0.01
H 0.8597 -1.4453 -4.1526 0.00
H -0.9237 -1.7627 -4.4303 0.00
H 0.5524 -4.1258 -1.8359 0.01
H 0.3585 -3.2323 -0.2871 -0.01
H 1.7142 -2.8586 -1.3937 0.00
C 0.4002 -1.9968 5.3560 0.00
C 0.7109 -0.7179 6.1487 0.00
C 1.5516 0.3067 5.3987 0.01
C 0.8029 1.2193 4.4090 0.00
N 0.0673 0.4959 3.3691 0.05
C 0.4593 -0.0789 2.2398 -0.05
S -0.9037 -0.6330 1.1514 1.07
N 1.6711 -0.2663 1.8136 0.02
C 2.9503 0.2175 2.3227 -0.01
C 4.0614 -0.8373 2.4412 0.00
C 4.8217 -1.1820 1.1478 0.00
C 4.0397 -1.9069 0.0380 0.00
H -0.1038 -2.7593 5.9663 0.00
H 1.3477 -2.4237 4.9980 0.00
H -0.2409 -1.7920 4.4915 0.00
H 1.2778 -0.9965 7.0194 0.00
H -0.2103 -0.2764 6.5236 0.00
H 2.4497 -0.1813 4.9936 0.00
H 1.9560 1.0142 6.1450 0.00
H 1.5043 1.9370 3.9702 0.00
H 0.0986 1.7571 5.0072 0.00
H -0.9226 0.4459 3.5972 -0.01
H 1.6886 -0.4491 0.8127 0.01
H 2.8554 0.6651 3.3030 0.00
H 3.2507 1.0400 1.6617 0.00
H 3.7210 -1.7271 2.9804 0.00
H 4.7972 -0.3846 3.1190 0.00
H 5.6961 -1.7808 1.4366 0.00
H 5.2441 -0.2449 0.7666 0.00
H 3.6142 -2.8490 0.4133 0.00
H 4.7352 -2.1188 -0.7827 0.00
H 3.2549 -1.2454 -0.3649 0.00
```

LUMO level (alpha / beta), eV: -4.752 / -9.155
HOMO level (alpha / beta), Ha: -0.4856 / -0.5408
HOMO-LUMO gap (alpha / beta), hartree: 0.3110 / 0.2044
2S+1: 5
Net charge: +2

---

No. 3
Here is a 3-piece molecular cluster, C27H44N4O5 overall from the OMol25 dataset. Energies are from the ωB97M-V functional and the def2-TZVPD basis.

Structure (XYZ):
```
80
Properties=species:S:1:pos:R:3:mulliken_charge:R:1
C -0.5834 3.7819 -4.1416 -1.13
C -1.2999 2.7279 -4.9780 -0.41
C -0.3825 1.5671 -5.3874 -0.86
C -0.4640 0.3889 -4.4193 0.08
C 0.7138 -0.5668 -4.5660 -0.79
C 0.7298 -1.7815 -3.6177 -0.60
N -0.5591 -2.0485 -2.9874 0.03
C -0.6489 -3.3697 -2.3632 -1.16
C -0.9045 -3.2746 -0.8659 0.99
C -2.3548 -2.9193 -0.5535 -1.44
O -0.5201 -4.5219 -0.3057 -0.48
C -0.5251 -4.6034 1.1107 -0.84
C 0.4247 -3.6297 1.8187 -0.86
C -0.2130 -2.3448 2.3625 0.99
C 0.5405 -1.7306 3.5417 -1.23
C 1.9073 -1.1356 3.1536 -0.10
C 3.0999 -1.9908 3.5721 -0.88
N 3.2510 -2.1525 5.0218 -0.60
H 0.2894 4.1707 -4.6728 0.36
H -0.2335 3.3632 -3.1932 0.15
H -1.2327 4.6269 -3.9041 0.38
H -2.1321 2.3234 -4.3914 0.26
H -1.7485 3.1956 -5.8576 0.36
H 0.6538 1.9230 -5.4351 0.37
H -0.6303 1.2297 -6.3984 0.37
H -0.5260 0.7863 -3.3979 -0.06
H -1.3942 -0.1586 -4.5846 0.39
H 0.7369 -0.9181 -5.6034 0.28
H 1.6383 0.0030 -4.4259 0.35
H 1.5334 -1.6495 -2.8750 0.22
H 0.9905 -2.6772 -4.1841 0.47
H -0.7413 -1.3356 -2.2890 -0.09
H 0.2829 -3.9240 -2.5036 0.47
H -1.4498 -3.9616 -2.8220 0.23
H -0.2402 -2.4955 -0.4609 0.09
H -2.7596 -2.2610 -1.3260 0.42
H -2.4607 -2.4243 0.4135 0.20
H -2.9492 -3.8358 -0.5346 0.43
H -1.5468 -4.4774 1.4977 0.31
H -0.2281 -5.6324 1.3113 0.34
H 0.8912 -4.1629 2.6529 0.64
H 1.2337 -3.4015 1.1160 0.26
H -1.2435 -2.5626 2.6663 0.59
H -0.2772 -1.5856 1.5748 -0.88
H -0.0887 -0.9581 3.9913 0.08
H 0.6658 -2.5014 4.3123 0.71
H 1.9383 -0.9927 2.0675 0.19
H 2.0193 -0.1395 3.5940 0.26
H 4.0130 -1.5442 3.1717 0.44
H 3.0160 -2.9817 3.1128 0.21
H 3.9564 -1.5272 5.3898 0.27
H 2.3904 -1.9294 5.5077 0.25
C -4.3028 0.9773 3.3010 -0.50
C -2.9598 0.7424 3.5643 -1.06
C -2.0474 0.6770 2.5234 0.51
C -2.5170 0.8529 1.2350 -0.04
C -3.8483 1.0892 0.9423 -0.59
C -4.7460 1.1498 1.9953 -0.58
N -1.5549 0.7787 0.1261 1.41
O -0.3954 0.5184 0.3985 -0.74
O -1.9623 0.9794 -0.9999 -0.65
H -5.0097 1.0279 4.1186 0.41
H -2.6164 0.6130 4.5818 0.45
H -0.9961 0.5077 2.6980 0.36
H -4.1608 1.2177 -0.0831 0.52
H -5.7931 1.3314 1.7946 0.40
C 3.4087 4.3245 -0.6460 -0.63
C 2.4679 3.3039 -0.6253 -0.48
C 1.8688 2.9307 0.5682 0.05
C 2.2341 3.6030 1.7195 -0.11
C 3.1690 4.6227 1.7286 -0.62
C 3.7585 4.9811 0.5272 -0.37
N 1.5990 3.2189 2.9964 1.05
O 0.7789 2.3200 2.9735 -0.57
O 1.9300 3.8214 3.9974 -0.62
H 3.8717 4.6108 -1.5813 0.40
H 2.1952 2.7922 -1.5388 0.54
H 1.1382 2.1370 0.6045 0.53
H 3.4191 5.1154 2.6559 0.49
H 4.4923 5.7755 0.5088 0.37
```

SMILES: CCCCCCNC[C@@H](C)OCCCCCCN.O=[N+]([O-])c1ccccc1.O=[N+]([O-])c1ccccc1
LUMO level, eV: -0.732
HOMO level, Ha: -0.3086
HOMO-LUMO gap, hartree: 0.2817
2S+1: 1

---

No. 4
Here is a 9-piece molecular cluster, C27H44O27 overall from the OMol25 dataset. Energies are from the ωB97M-V functional and the def2-TZVPD basis.

Structure (XYZ):
```
98
Properties=species:S:1:pos:R:3:mulliken_charge:R:1
C 1.5933 0.6350 6.3829 -0.30
C 2.5343 1.7981 6.2662 -0.26
O 3.4226 1.3908 5.3049 -0.34
C 3.3923 0.0639 5.2345 0.78
O 4.2207 -0.6171 4.6116 -0.62
O 2.3614 -0.3283 5.7743 -0.30
H 0.7305 0.8185 5.7425 0.27
H 1.4670 0.2852 7.4074 0.27
H 3.0486 2.2936 7.0897 0.30
H 1.7673 2.5222 5.9911 0.19
C 1.9550 6.4080 -7.8167 -0.32
C 2.2086 5.2535 -6.8977 -0.23
O 1.9070 5.8205 -5.6614 -0.31
C 2.0369 7.1917 -5.7125 0.68
O 1.9333 7.8855 -4.7197 -0.55
O 2.1812 7.5383 -6.9784 -0.32
H 0.8756 6.3859 -7.9663 0.24
H 2.3873 6.5513 -8.8070 0.31
H 3.2116 4.8361 -6.8088 0.26
H 1.4530 4.4870 -7.0702 0.23
C 7.5130 0.3098 -1.3935 -0.24
C 7.2567 1.6292 -2.1112 -0.34
O 7.9540 1.5739 -3.3163 -0.33
C 8.3036 0.2572 -3.5528 0.67
O 8.8331 -0.0521 -4.5940 -0.53
O 7.8777 -0.5101 -2.5363 -0.32
H 6.5447 0.0611 -0.9592 0.26
H 8.2772 0.2647 -0.6175 0.28
H 7.5363 2.4774 -1.4863 0.30
H 6.2207 1.6998 -2.4426 0.25
C 0.7269 2.5935 0.2545 -0.28
C -0.5049 2.0357 0.9093 -0.24
O -0.3951 0.6728 0.7448 -0.32
C 0.6006 0.3552 -0.0957 0.69
O 1.0349 -0.7553 -0.3637 -0.55
O 1.1672 1.4869 -0.5449 -0.33
H 1.5892 2.7964 0.8897 0.25
H 0.4882 3.4927 -0.3134 0.27
H -1.3809 2.4421 0.4037 0.26
H -0.5798 2.4107 1.9301 0.26
C -7.3173 -1.0726 -0.6671 -0.32
C -8.0948 -1.6566 0.5092 -0.15
O -8.2529 -2.9798 0.1720 -0.32
C -7.4851 -3.2560 -0.9798 0.68
O -7.3551 -4.3388 -1.5529 -0.55
O -7.0181 -2.1706 -1.5501 -0.31
H -6.3603 -0.5901 -0.4683 0.25
H -7.8886 -0.3353 -1.2311 0.22
H -9.0968 -1.2299 0.5556 0.27
H -7.4935 -1.5107 1.4065 0.25
C 2.8784 -8.6594 0.1058 -0.64
O 2.4569 -10.0305 -0.0611 -0.30
C 1.8215 -10.6748 0.9696 0.75
O 1.4201 -10.0938 1.9692 -0.55
O 1.4775 -11.9596 0.6731 -0.30
C 2.2119 -12.7296 -0.2633 -0.57
H 3.6938 -8.3180 -0.5320 0.27
H 3.2666 -8.4142 1.0944 0.30
H 2.0309 -8.0527 -0.2131 0.27
H 2.9622 -13.2785 0.3058 0.25
H 2.7032 -12.1910 -1.0737 0.29
H 1.5609 -13.4931 -0.6891 0.24
C -2.2571 6.7057 7.4205 -0.60
O -1.9871 7.9464 6.8310 -0.28
C -1.6810 7.9436 5.4638 0.72
O -1.6658 6.9202 4.7938 -0.55
O -1.3870 9.2665 5.0609 -0.29
C -0.7624 9.5589 3.8191 -0.57
H -3.1325 6.2676 6.9410 0.25
H -2.5861 6.8073 8.4547 0.27
H -1.5405 5.9162 7.1939 0.28
H -0.4414 10.5842 3.6355 0.24
H -1.4940 9.2883 3.0578 0.26
H 0.1672 8.9995 3.7140 0.28
C 2.8253 -6.7079 -6.1242 -0.66
O 2.8812 -8.1524 -6.1101 -0.29
C 2.3254 -8.9093 -7.1076 0.79
O 1.8424 -8.4660 -8.1916 -0.59
O 2.4579 -10.2002 -6.7395 -0.27
C 2.0340 -11.2456 -7.5656 -0.68
H 2.5905 -6.2230 -5.1766 0.26
H 2.0624 -6.4556 -6.8606 0.31
H 3.6828 -6.1307 -6.4699 0.28
H 0.9768 -11.4506 -7.3970 0.30
H 2.4603 -12.2083 -7.2836 0.25
H 2.0630 -11.0029 -8.6278 0.32
C -8.2818 4.3495 5.8533 -0.63
O -7.5466 5.3413 5.0229 -0.29
C -6.9180 4.9267 3.8870 0.78
O -6.5598 3.7741 3.6155 -0.57
O -6.7160 6.0945 3.2527 -0.29
C -6.1025 6.0912 1.9789 -0.68
H -7.7569 3.4341 6.1266 0.30
H -9.1404 4.0685 5.2435 0.30
H -8.6007 4.8585 6.7628 0.23
H -5.2944 5.3597 1.9790 0.32
H -5.6287 7.0527 1.7810 0.25
H -6.7609 6.1719 1.1140 0.29
```

SMILES: COC(=O)OC.COC(=O)OC.COC(=O)OC.COC(=O)OC.O=C1OCCO1.O=C1OCCO1.O=C1OCCO1.O=C1OCCO1.O=C1OCCO1
LUMO level, eV: -0.230
HOMO level, Ha: -0.3866
HOMO-LUMO gap, hartree: 0.3782
2S+1: 1

---

No. 5
Here is C27H45AuClF5P as an isolated structure from the OMol25 dataset. Energies are from the ωB97M-V functional and the def2-TZVPD basis.

Structure (XYZ):
```
80
Properties=species:S:1:pos:R:3:mulliken_spin:R:1
Au -0.5012 2.6837 0.5611 0.44
P -1.5560 -1.6841 -1.2340 0.09
Cl -2.3340 0.9873 1.2464 0.05
C 0.1161 -1.7104 -0.6264 0.76
H 1.0919 -2.2702 -0.6622 -0.01
H -0.0481 -1.1406 0.3795 -0.05
C -2.7064 -0.2832 -1.7359 -0.20
C -2.4741 -2.6364 0.1014 0.09
C -3.8350 -0.6528 -2.7041 0.02
H -3.1635 0.0317 -0.7807 -0.03
C -4.8455 0.4914 -2.8490 0.02
H -3.3838 -0.8297 -3.6880 0.00
H -4.3451 -1.5743 -2.3926 -0.01
C -4.2231 1.8464 -3.2106 0.02
H -5.5975 0.2109 -3.5952 0.00
H -5.3754 0.6068 -1.8974 0.00
C -3.0004 2.1450 -2.3422 0.16
H -3.9100 1.8157 -4.2630 0.00
H -4.9800 2.6381 -3.1015 0.00
C -2.0261 0.9661 -2.2949 -0.32
H -2.4929 3.0480 -2.6947 -0.10
H -3.3320 2.4010 -1.3285 0.09
H -1.5907 0.7948 -3.2875 -0.05
H -1.1873 1.2691 -1.6678 0.55
C -1.0582 -2.6083 -2.7007 0.01
C -1.7139 -3.9499 0.3139 -0.01
H -2.4229 -2.0008 1.0115 0.02
C -2.3093 -4.7552 1.4686 0.00
H -1.7462 -4.5244 -0.6318 -0.01
H -0.6672 -3.7236 0.5388 0.00
C -3.8147 -4.9913 1.2953 0.00
H -1.7886 -5.7157 1.5264 0.00
H -2.1450 -4.2175 2.4193 0.00
C -4.5786 -3.7069 0.9360 0.00
H -4.0154 -5.7810 0.5547 0.00
H -4.2200 -5.3863 2.2327 0.00
C -3.9505 -2.8966 -0.1996 0.01
H -5.6201 -3.9398 0.6899 0.00
H -4.6045 -3.0716 1.8340 0.00
H -4.0430 -3.4267 -1.1609 0.00
H -4.5061 -1.9575 -0.3125 0.00
C -0.5648 -1.6475 -3.7872 -0.01
H -0.1989 -3.1909 -2.3172 -0.01
C 0.1017 -2.4705 -4.8880 0.00
H -1.4067 -1.0699 -4.2074 0.00
H 0.1512 -0.9266 -3.3728 0.01
C -0.8401 -3.5607 -5.4163 0.00
H 0.4182 -1.8131 -5.7090 0.00
H 0.9954 -2.9644 -4.4754 0.00
C -1.5030 -4.4047 -4.3199 0.00
H -1.6220 -3.0983 -6.0287 0.00
H -0.2979 -4.2253 -6.0944 0.00
C -2.1364 -3.5499 -3.2221 0.00
H -2.2665 -5.0705 -4.7401 0.00
H -0.7273 -5.0307 -3.8543 0.00
H -2.9948 -2.9742 -3.6091 0.00
H -2.5202 -4.1942 -2.4187 0.00
C 1.6692 0.4582 -1.8494 -0.12
C 2.1751 -0.8629 -1.7322 -0.01
H 0.5533 0.7377 -1.9769 0.12
C 3.5623 -1.1542 -0.9261 0.02
H 1.8746 -1.7226 -2.3749 0.01
C 4.1056 0.1172 -0.2755 0.00
H 3.4481 -1.9755 -0.1521 0.00
H 4.2466 -1.5144 -1.7484 0.00
C 4.0622 1.3472 -1.1947 0.01
H 3.5047 0.3382 0.6315 0.00
H 5.1673 -0.0957 -0.1045 0.00
C 2.6078 1.6907 -1.6163 0.15
H 4.4148 2.2142 -0.6247 0.00
H 4.7279 1.2847 -2.0829 0.00
H 2.1232 2.3874 -0.8450 0.03
H 2.6556 2.1512 -2.6407 0.03
F 0.2873 2.0230 3.5487 0.01
C 0.6203 2.6745 2.4359 0.23
F 0.0614 3.9878 2.5819 0.00
C 2.1654 2.7417 2.3825 0.01
F 2.5459 3.4588 3.4677 0.00
F 2.8167 1.5432 2.4750 0.00
F 2.6177 3.4336 1.3045 0.00
```

LUMO level (alpha / beta), eV: 2.077 / 1.412
HOMO level (alpha / beta), Ha: -0.0284 / -0.0876
HOMO-LUMO gap (alpha / beta), hartree: 0.1048 / 0.1395
2S+1: 3
Net charge: -1

---

no.,molar mass (g mol⁻¹),largest force on an atom (eV/A),DFT total energy (eV)
1,597.7,0.627,-77392.267
2,677.1,1.888,-74807.880
3,504.7,0.273,-44904.996
4,800.6,7.790,-83989.170
5,728.0,5.007,-67815.479